{"formula": "CH3NOS4", "method": "ωB97M-V/def2-TZVPD", "relative_energy_ev": 1.653, "total_charge": 0, "homo_energy_ev": [-8.27, -8.27], "spin_multiplicity": 1, "lumo_energy_ev": [-0.501, -0.501], "elements": ["C", "N", "O", "S", "S", "S", "S", "H", "H", "H"], "xyz": [[0.053040, 1.045736, -2.165788], [-0.512453, -1.338863, 0.010650], [-0.776872, 1.273894, -1.389362], [-1.177609, -0.152194, 0.763759], [0.776556, -2.291777, 0.343960], [0.076898, 1.717037, 1.419864], [1.227479, 0.829130, -3.120250], [-1.125432, -0.340305, 2.180362], [0.779327, -2.329098, 1.728503], [0.679066, 1.586441, 0.228303]], "atomic_forces_ev_per_a": [[-1.11, 0.56, 1.19], [-1.01, 1.01, 0.35], [-0.05, 0.00, -1.22], [0.42, 0.15, 1.64], [0.80, -0.31, 1.06], [-0.05, -0.93, -0.39], [1.01, -0.37, -0.99], [-0.05, -0.53, -1.26], [-0.09, 0.03, -0.69], [0.14, 0.39, 0.32]]}

---

{"formula": "C9H37NO10", "method": "ωB97M-V/def2-TZVPD", "relative_energy_ev": 2.994, "total_charge": 0, "homo_energy_ev": -8.81, "spin_multiplicity": 1, "lumo_energy_ev": -0.283, "smiles": "COCCNCCOC.CO.CO.CO.O.O.O.O.O", "elements": ["C", "O", "C", "C", "N", "C", "C", "O", "C", "H", "H", "H", "H", "H", "H", "H", "H", "H", "H", "H", "H", "H", "H", "H", "C", "O", "H", "H", "H", "H", "C", "O", "H", "H", "H", "H", "C", "O", "H", "H", "H", "H", "O", "H", "H", "O", "H", "H", "O", "H", "H", "O", "H", "H", "O", "H", "H"], "xyz": [[-3.161695, 0.210534, 0.777741], [-1.865605, 0.820134, 1.014181], [-1.069235, -0.100626, 1.723751], [0.348105, 0.419104, 1.892201], [0.263185, 1.630974, 2.733601], [1.127785, 2.732404, 2.314521], [1.015315, 3.996124, 3.166411], [-0.334005, 4.520104, 3.074001], [-0.653255, 5.643524, 3.923571], [-3.672265, 0.148554, 1.738771], [-3.102835, -0.790156, 0.349661], [-3.711285, 0.699724, -0.026459], [-1.113645, -1.034856, 1.164001], [-1.513865, -0.220996, 2.711641], [0.731675, 0.529434, 0.877901], [0.899755, -0.323226, 2.469031], [-0.684605, 1.894604, 2.504911], [0.938485, 2.865664, 1.249391], [2.145855, 2.355804, 2.413551], [1.597065, 4.831434, 2.776631], [1.389905, 3.822024, 4.175111], [0.077005, 6.452564, 3.906821], [-0.786045, 5.229834, 4.923231], [-1.607735, 6.025124, 3.561021], [-2.186515, -3.818666, -0.548559], [-3.420425, -3.359296, -0.697319], [-2.173995, -4.838726, -0.164599], [-1.669845, -3.901846, -1.504709], [-1.696745, -3.161536, 0.170061], [-3.868645, -3.456566, 0.146031], [-1.783685, -1.447316, -3.710379], [-2.447075, -1.168206, -2.512609], [-2.440365, -1.963376, -4.410779], [-1.329455, -0.523376, -4.068299], [-0.995775, -2.126816, -3.385449], [-2.662465, -2.026666, -2.140759], [2.778605, 1.366884, -1.769119], [3.666565, 2.074364, -2.590079], [2.354985, 1.909624, -0.924079], [1.910885, 1.038304, -2.341129], [3.167445, 0.420834, -1.392409], [3.151225, 2.880534, -2.668249], [3.607665, -3.201526, -1.154309], [4.279005, -3.275046, -0.475969], [2.778865, -3.261186, -0.679169], [1.310035, -3.776396, 0.079181], [1.312825, -4.731986, 0.134591], [0.971915, -3.487826, 0.926911], [-0.590805, 1.299854, -1.616089], [-0.412425, 0.362444, -1.691389], [-1.201785, 1.369734, -0.882579], [2.266155, -2.263116, -3.697959], [2.856965, -2.593336, -3.021109], [2.846535, -1.897346, -4.365499], [0.673245, -1.233026, -1.417179], [0.675175, -1.970946, -0.807509], [1.013825, -1.596256, -2.234679]], "atomic_forces_ev_per_a": [[0.57, 0.16, -0.11], [-1.14, -0.35, -0.86], [0.12, -0.03, 0.15], [-0.48, -0.06, 0.53], [-0.72, -0.15, -0.25], [0.20, -0.55, -0.05], [-1.05, 0.89, -0.78], [0.23, -0.09, 0.40], [-0.03, -1.47, -0.47], [-0.41, 0.17, -0.14], [0.62, -0.37, 0.22], [0.08, 0.79, 0.52], [0.34, -0.38, 0.15], [-0.09, -0.37, 0.29], [0.50, 0.37, -0.03], [0.31, -0.28, -0.37], [-0.20, 0.92, 0.54], [0.19, 0.81, -0.19], [0.27, 0.20, -0.05], [0.75, -0.33, -0.31], [-0.52, -0.21, 0.37], [0.28, -0.10, -0.06], [0.06, 0.44, 0.32], [0.07, -0.02, 0.04], [3.03, -1.43, 0.81], [-3.88, 1.03, -0.77], [0.14, -0.30, 0.28], [0.14, 0.51, -0.01], [1.03, -0.11, -0.12], [-0.35, 0.19, -0.14], [0.79, -0.50, 0.60], [-1.00, 0.46, 0.72], [0.08, 0.30, -0.43], [-0.24, -0.15, -0.30], [0.56, -0.18, -0.88], [-0.40, 0.21, 0.31], [-1.31, -1.80, 0.22], [-0.03, 0.55, 0.43], [0.33, 0.38, 0.11], [-0.20, 0.13, -0.13], [0.66, 0.21, 0.00], [0.58, 0.52, -0.65], [0.51, 0.07, -0.56], [0.27, 0.06, -0.01], [-0.42, -0.02, 0.28], [-0.34, 0.06, 0.12], [0.01, -0.37, -0.15], [-0.07, 0.18, 0.36], [0.14, 0.72, -0.36], [0.08, -0.50, 0.09], [-0.19, -0.05, 0.31], [-0.46, -0.05, -0.09], [0.47, -0.21, 0.48], [0.03, 0.21, -0.17], [-0.20, 0.21, 0.43], [-0.08, -0.22, 0.04], [0.38, -0.07, -0.66]]}

---

{"formula": "C3H3N4O3S2", "method": "ωB97M-V/def2-TZVPD", "total_charge": 1, "homo_energy_ev": -13.21, "spin_multiplicity": 1, "lumo_energy_ev": -5.103, "elements": ["C", "C", "C", "N", "N", "N", "N", "O", "O", "O", "S", "S", "H", "H", "H"], "xyz": [[-1.518502, 0.658922, -0.054677], [0.429896, -0.610287, -0.111344], [-1.591759, -1.860684, -0.107336], [1.156188, 0.471476, 0.266743], [-0.927611, -0.603787, -0.079144], [1.173453, -1.749481, -0.171199], [-2.861886, 0.856040, -0.122641], [-3.446075, 1.857193, -0.418644], [-3.756278, -0.123633, 0.420727], [2.475353, -1.399153, -0.532862], [-3.166302, -1.781576, 0.215450], [2.819903, 0.020706, 0.328520], [-0.819182, 1.307221, -0.544095], [0.656516, 1.320074, 0.364178], [0.966737, -2.620427, -0.569247]], "atomic_forces_ev_per_a": [[-2.17, 0.72, -0.67], [0.36, -0.42, 1.86], [-0.01, 2.11, 0.44], [-1.19, -2.91, -1.84], [0.10, -2.91, -0.09], [0.07, 2.26, 0.78], [1.50, 0.04, 0.67], [0.47, 0.09, -0.15], [1.42, -1.03, -0.28], [0.69, 1.07, -0.07], [-0.25, 0.07, -0.30], [0.71, -0.34, 0.29], [-1.12, 1.25, -0.34], [0.43, 1.26, 0.38], [-1.02, -1.26, -0.67]]}

---

no.,calculated total energy (Eh)
1,-1762.558048
2,-1172.116015
3,-1356.632728